{
  "formula": "C15H10BLiN2O11",
  "method": "wB97M-V/def2-TZVPD",
  "symbols": ["O", "H", "O", "B", "C", "C", "O", "O", "H", "O", "H", "H", "C", "C", "O", "C", "C", "H", "H", "C", "C", "H", "C", "O", "O", "C", "H", "N", "Li", "C", "C", "H", "C", "O", "N", "O", "H", "O", "C", "C"],
  "positions_angstrom": [[-2.716228, 2.355758, -0.154097], [1.742522, -1.778082, -4.746307], [0.245412, 5.223158, 1.471383], [-0.355208, 3.941198, 1.891933], [-0.600678, -3.961322, 0.052053], [1.777842, -1.334322, -3.762317], [-0.428848, 4.142008, 3.312643], [-1.737138, 3.899938, 1.254053], [0.048652, -1.402502, 1.982683], [1.432272, 6.959408, 2.405093], [3.869122, -0.692142, -3.959347], [0.252822, -3.223122, 3.653373], [-0.430818, -4.788672, 2.271903], [0.408042, 5.098388, 3.718453], [0.330112, 2.681408, 1.421073], [-0.147808, -3.470322, 2.681373], [2.970412, -0.746722, -3.362917], [-0.359718, -5.545362, 3.039223], [3.877582, 0.358318, -1.903817], [1.748312, 0.112628, -1.507057], [2.924532, -0.052772, -2.202337], [-0.856528, -5.990082, 0.538533], [-1.835098, 2.740628, 0.590653], [-2.735988, -0.279952, -1.418017], [-4.441538, 0.210318, -2.628227], [-0.706278, -5.001772, 0.947263], [-0.153298, -1.930622, -3.203487], [0.644012, -0.621272, -1.795967], [-1.001098, -1.020142, -0.643027], [-0.032878, -2.452422, 1.743073], [0.687892, -1.316082, -2.918647], [1.693662, 0.705378, -0.605907], [-0.561378, 1.892608, 0.790473], [0.616012, 5.494908, 4.865163], [-0.226048, -2.695912, 0.450193], [-2.546668, 0.143118, -3.541597], [-0.581638, -4.179132, -1.005587], [-0.387168, 0.683088, 0.392193], [-3.200598, -0.052522, -2.537537], [0.773422, 5.893008, 2.423413]],
  "forces_ev_per_a": [[1.48, 1.35, 1.89], [-0.32, -0.34, 0.04], [0.68, -0.02, -2.40], [-1.80, 0.42, -1.35], [1.64, 1.72, 0.96], [1.25, -0.04, -0.88], [0.86, -0.84, 1.88], [1.47, -0.91, 0.54], [0.55, 0.08, 0.26], [-2.07, -3.09, -0.30], [0.01, -0.43, -0.19], [-0.53, -0.29, 0.45], [0.45, 1.81, 1.30], [-0.76, 1.98, 1.75], [-0.51, -0.38, 0.03], [1.01, -0.46, -0.20], [-1.16, -0.36, -1.04], [-0.23, -0.36, -0.23], [-0.20, 0.58, 0.54], [-0.76, -1.33, 0.54], [1.03, 1.08, 0.86], [-0.26, -0.15, 0.15], [-1.98, -1.36, -2.17], [3.66, -2.82, 5.06], [-2.67, -0.45, 0.38], [0.08, -0.64, -0.65], [-0.52, 0.33, 0.20], [1.11, 0.71, 0.03], [-1.24, 1.35, -0.77], [-1.31, -0.69, -0.78], [-0.23, -0.42, -0.47], [-0.05, 0.08, -0.01], [0.68, -3.31, -1.01], [-0.29, -1.52, -2.28], [-1.12, -1.35, -1.03], [4.65, -0.37, -4.34], [-0.47, 0.38, -0.16], [-0.21, 5.33, 2.49], [-4.42, 2.26, -0.71], [2.49, 2.47, 1.61]],
  "mol_weight_g_mol": 412.0,
  "de_lowest_kj_mol": 323.7,
  "total_charge": -2,
  "total_energy_ha": -1547.3924,
  "orbital_gap_ev": 2.07,
  "e_lumo_ev": 3.76
}